1.
# C3H8OS

A cluster of 2 separate species, C3H8OS in total at a distorted geometry (ωB97M-V with the def2-TZVPD basis set, OMol25).

Properties
Kohn-Sham gap = 9.6 eV
ΔE to the lowest compared entry with this formula, charge and spin = 29.2 kcal per mole
SMILES string = CC=O.CS
E = -16121.972 eV

```
13
Properties=species:S:1:pos:R:3:forces:R:3
C 1.789898 0.835194 1.538714 0.2432 1.1844 -0.2858
C 1.159062 1.972118 0.721566 0.8320 -1.1984 1.3428
O 0.705145 1.752119 -0.362292 -0.1928 0.9812 -0.1833
H 1.572715 -0.083417 1.000590 0.3256 -0.1825 0.2623
H 1.327581 0.888979 2.518763 -0.1939 -0.3410 0.2555
H 2.871748 1.035003 1.729960 -0.6812 -0.2982 -0.4142
H 1.147204 2.931784 1.313726 -0.2691 -0.0373 -0.9232
C -1.705033 -2.070358 -1.448851 0.4322 0.9504 0.5505
S -1.245908 -0.263539 -2.062131 -0.8726 -1.9827 0.7449
H -1.286955 -3.033036 -1.797044 0.2001 1.0954 -0.9128
H -1.342106 -2.039004 -0.410191 -0.7512 0.0181 -0.1855
H -2.788546 -2.087624 -1.567592 0.2054 -0.2461 0.3904
H -2.204810 0.161786 -1.175214 0.7223 0.0568 -0.6415
```
Forces are in eV/Å.

Mulliken atomic charges, in units of e: -0.819, 0.164, -0.407, 0.232, 0.282, 0.279, 0.283, -0.793, -0.187, 0.326, 0.247, 0.266, 0.127



2.
# C27H27BrMoN4O3S

A structure of composition C27H27BrMoN4O3S (ωB97M-V with the def2-TZVPD basis set, OMol25).

Properties
Net charge = +2
Kohn-Sham gap (spin up / spin down) = 6.5 / 6.5 eV
ΔE to the lowest compared entry with this formula, charge and spin = 26.3 kcal per mole
E = -123260.684 eV

```
64
Properties=species:S:1:pos:R:3:forces:R:3
Mo -0.493999 0.040967 -0.319230 -0.1088 0.5203 -0.3667
Br -3.738587 4.828917 -4.799183 -0.0291 0.0527 -0.0523
C -3.100337 3.759389 -3.403022 0.0524 -0.2478 -0.0020
C -2.896564 4.315182 -2.138204 0.0253 0.0404 0.1203
C -2.432979 3.545068 -1.085167 -0.0371 0.0625 -0.2971
C -2.140701 2.212504 -1.320282 0.1029 -0.1971 0.4192
O -1.689455 1.443253 -0.289925 -0.0058 -0.2295 -0.1439
C -2.341227 1.626896 -2.582278 -0.0583 -0.1407 -0.1139
C -2.254669 0.199153 -2.758790 0.0197 0.1640 0.1071
N -1.613429 -0.590835 -1.959280 0.0987 -0.1984 0.1471
C -1.928696 -1.989391 -1.918192 0.0232 0.1595 -0.0168
C -2.190721 -2.783254 -2.997915 -0.0474 -0.1236 0.0257
C -2.654474 -4.105314 -2.798395 0.0361 0.0925 -0.0096
C -2.887719 -4.580436 -1.539378 0.0165 0.0267 0.0496
C -2.607918 -3.772497 -0.407266 -0.0511 -0.0878 -0.0082
C -2.886585 -4.161965 0.924860 -0.0004 -0.0198 -0.0033
C -2.615871 -3.306242 1.958008 0.0630 0.1043 -0.0788
C -1.982181 -2.085638 1.675001 -0.0724 -0.0720 0.0936
N -1.686433 -1.690705 0.450051 0.1228 0.0737 -0.1179
C -2.065272 -2.494011 -0.602561 0.0109 -0.0378 0.0149
C -2.853844 2.417443 -3.619901 -0.0233 0.2267 0.0535
H -3.117775 5.361636 -1.976816 0.0030 0.0019 -0.0132
H -2.289100 3.972912 -0.103519 0.0036 -0.0445 0.0299
H -2.864961 -0.244831 -3.542201 0.0011 0.0019 -0.0038
H -2.064499 -2.409322 -4.006214 0.0069 0.0216 0.0036
H -2.853519 -4.724916 -3.661334 -0.0049 -0.0091 0.0023
H -3.290610 -5.573321 -1.388791 0.0003 -0.0047 -0.0059
H -3.331476 -5.131562 1.112357 -0.0026 -0.0014 -0.0012
H -2.844443 -3.560055 2.982650 -0.0079 -0.0067 0.0045
H -1.686308 -1.423828 2.480542 -0.0258 0.0181 -0.0118
H -3.048815 1.978817 -4.589539 0.0016 -0.0044 -0.0091
O 4.361815 5.486129 2.840345 -0.1208 -0.0754 -0.0536
C 3.548786 4.442319 3.063515 0.1992 0.0187 0.0614
O 3.322728 4.060797 4.174283 -0.0426 0.0136 -0.0242
C 2.959320 3.738573 1.868668 -0.1130 -0.0302 -0.0155
C 3.500596 3.775859 0.588185 0.0490 0.0350 0.0526
C 2.938952 3.041182 -0.446046 0.0053 -0.0239 -0.0276
C 1.808940 2.267470 -0.206852 -0.0694 0.0017 -0.0432
S 1.038658 1.329724 -1.508962 0.0340 0.0576 0.1252
C 1.263593 2.243789 1.078557 -0.0589 -0.1694 0.0189
C 1.832330 2.956733 2.113888 0.0913 0.0259 -0.0814
H 4.356444 5.754276 1.913702 0.0252 0.0422 0.0229
H 4.394437 4.350550 0.376752 0.0045 0.0028 0.0197
H 3.383537 3.072133 -1.432141 -0.0288 -0.0203 -0.0156
H 0.379566 1.636543 1.301190 -0.0082 0.1853 0.0703
H 1.431372 2.920156 3.117697 0.0016 0.0086 0.0115
C 1.205331 -2.974933 1.856190 0.0069 -0.0379 0.0711
C 1.993727 -1.708450 1.574934 -0.0227 0.0432 -0.1138
C 3.410708 -2.047660 1.121432 0.0139 -0.0198 0.0244
C 2.002176 -0.787730 2.785505 0.0046 -0.0285 0.0234
N 1.366134 -0.880626 0.454517 -0.1324 -0.1992 -0.1105
N 0.998342 -1.551989 -0.758998 -0.1539 0.0749 0.1831
H 1.744757 -3.535825 2.619223 0.0035 0.0045 -0.0026
H 1.128002 -3.648979 0.998713 -0.0028 0.0069 -0.0155
H 0.213494 -2.771043 2.249694 0.0563 0.0039 -0.0177
H 3.936178 -2.563940 1.923910 -0.0031 -0.0036 -0.0024
H 3.981027 -1.146974 0.884197 -0.0039 0.0117 0.0039
H 3.412891 -2.708900 0.252468 -0.0037 0.0027 -0.0097
H 2.440744 -1.317601 3.630278 0.0040 0.0252 0.0097
H 0.989890 -0.486163 3.061683 -0.0058 -0.0128 0.0066
H 2.596570 0.109373 2.608863 0.0099 0.0020 -0.0151
H 2.051291 -0.170874 0.198848 0.0776 0.0088 0.0894
H 0.792614 -2.528465 -0.569022 0.0304 -0.0405 -0.0445
H 1.668215 -1.429463 -1.511301 0.0397 -0.0552 -0.0171
```
Forces are in eV/Å.

Mulliken atomic charges, in units of e: 0.708, -0.104, -0.291, -0.352, -0.744, 0.775, -0.627, -0.051, 0.193, 0.296, -0.500, -0.487, -0.948, -0.801, 0.662, -0.652, -0.746, -0.712, 0.391, 1.097, -0.743, 0.458, 0.522, 0.510, 0.578, 0.439, 0.452, 0.491, 0.466, 0.611, 0.530, -0.446, 0.649, -0.517, 0.612, -0.792, -1.035, 0.559, -0.271, 0.071, -0.941, 0.304, 0.332, 0.496, 0.539, 0.551, -1.650, 0.721, -1.654, -1.555, 0.145, -0.117, 0.530, 0.467, 0.272, 0.468, 0.382, 0.361, 0.506, 0.257, 0.444, 0.349, 0.222, 0.318



3.
# C8H32NO11

A cluster of 9 separate species, C8H32NO11 in total at a distorted geometry (ωB97M-V with the def2-TZVPD basis set, OMol25).

Properties
Net charge = -1
Kohn-Sham gap = 8.7 eV
E = -32821.915 eV

```
52
Properties=species:S:1:pos:R:3:forces:R:3
N -33.587446 21.196743 29.575516 0.7226 -0.4108 1.7789
O -32.685418 21.805155 30.115546 1.1686 0.6785 -0.0576
O -33.418782 20.056813 29.125932 0.6795 -1.7438 -1.1814
O -34.723446 21.626341 29.622162 -2.6798 0.9090 -0.8455
C -31.105318 22.422209 27.314782 0.2260 -0.2533 -1.6774
O -30.109891 22.016759 28.196153 0.4069 -0.0858 1.1256
H -31.158743 23.508589 27.243947 -0.1019 0.1306 0.1030
H -30.799457 22.020381 26.348823 -0.3047 0.4363 -0.6197
H -32.105004 22.006572 27.441168 0.0717 -0.0717 0.8229
H -29.420308 21.562489 27.706548 -0.2034 0.0184 0.1376
C -35.155717 17.414586 30.254179 0.1118 -1.6157 -0.7111
O -35.855214 16.743490 31.299882 -0.7013 0.8757 0.9780
H -34.087017 17.445254 30.466437 0.0324 0.3450 -0.0832
H -35.341301 16.758372 29.403851 0.5196 0.2965 -0.6732
H -35.539832 18.391453 29.960438 -0.1794 -0.0672 0.8291
H -35.476466 15.879770 31.479141 0.2277 0.1874 -0.3102
C -36.057545 24.684013 30.064504 -0.4700 -0.2673 -0.8301
O -36.557272 23.413639 30.365780 -0.8795 -0.1410 0.8296
H -35.013359 24.617398 29.759003 0.0723 0.3929 0.2322
H -36.649050 25.053146 29.226679 0.2215 0.3837 -0.4056
H -36.253096 25.395098 30.867139 0.3975 -0.1392 0.3593
H -35.952013 22.731852 30.065036 0.4573 -0.0078 0.0588
C -29.887936 18.614584 29.773737 0.7036 -0.7347 0.0375
O -30.553792 19.743752 30.180316 -0.2474 0.2466 0.5048
H -28.828392 18.736219 29.998812 0.1898 0.1407 -0.3552
H -30.163848 17.716196 30.325891 -0.2886 -0.2933 0.1698
H -30.052970 18.406760 28.716532 0.2367 -0.1119 -0.3571
H -31.478335 19.491572 30.237054 -0.3843 0.6925 -0.2565
C -34.340871 24.279000 26.845250 1.0756 0.7479 0.3223
O -34.298235 25.630239 27.381573 -0.7226 -0.5153 -0.3275
H -33.908758 23.585465 27.566622 -0.2391 -0.1652 0.0575
H -35.347287 23.955774 26.579251 0.0026 0.4533 0.2246
H -33.699779 24.281088 25.963719 -0.1337 -0.3334 -0.2856
H -33.412251 25.793073 27.713408 0.0263 -0.1920 0.0089
C -32.582415 19.777642 32.843566 -0.4001 -0.1469 -0.7536
O -31.383601 20.495048 33.048334 -0.1079 -0.1820 0.6743
H -32.584735 18.857230 33.427462 -0.0952 -0.2082 -0.0549
H -33.483596 20.343078 33.080699 0.0066 0.2359 0.1914
H -32.661346 19.536948 31.783400 -0.0183 -0.0999 0.0678
H -31.175341 20.255228 33.954264 0.5074 0.4463 0.0572
C -32.472945 19.421435 25.779249 -0.0223 -0.3022 0.2062
O -33.799932 19.608422 26.186310 -0.3902 -0.0692 -0.0356
H -32.182541 18.371773 25.823960 -0.0536 -0.3807 -0.3492
H -32.437519 19.779717 24.750424 0.5394 0.0938 0.1189
H -31.787720 19.898480 26.479952 0.1998 0.5039 -0.3471
H -33.812402 19.437983 27.130978 -0.2873 0.2340 0.5509
C -36.934892 21.275052 27.221593 -0.0579 0.4230 1.0865
O -36.928079 20.185487 28.126683 -0.2953 -0.8336 -0.6150
H -36.057828 21.268692 26.574429 -0.0454 0.0382 -0.1950
H -37.864876 21.310238 26.654166 0.0658 -0.3417 -0.0665
H -36.930194 22.134655 27.891781 0.1390 0.7213 -0.5555
H -36.082761 20.259419 28.575645 0.3008 0.0827 0.4154
```
Forces are in eV/Å.

Mulliken atomic charges, in units of e: 0.988, -0.623, -0.478, -0.770, -0.367, -0.487, 0.209, 0.435, -0.104, 0.295, -0.191, -0.557, 0.150, 0.317, 0.023, 0.287, -0.533, -0.627, 0.163, 0.200, 0.302, 0.650, -0.755, -0.257, 0.278, 0.293, 0.207, 0.003, -0.238, -0.561, -0.113, 0.222, 0.380, 0.306, -0.180, -0.451, 0.389, 0.246, -0.195, 0.290, -0.256, -0.475, 0.264, 0.223, -0.062, 0.236, -0.273, -0.605, 0.135, 0.363, 0.042, 0.266



4.
# C2H5NS2

An isolated molecule of C2H5NS2 at a distorted geometry (ωB97M-V with the def2-TZVPD basis set, OMol25).

Properties
Kohn-Sham gap = 8.9 eV
ΔE to the lowest compared entry with this formula, charge and spin = 63.4 kcal per mole
E = -25313.076 eV

```
10
Properties=species:S:1:pos:R:3:forces:R:3
C -0.151496 -0.000210 0.249493 0.4919 1.5763 1.9044
C -0.956993 -1.253564 0.191341 1.6689 -2.7967 -1.6358
N 1.972670 1.506293 -0.219189 -0.2509 -0.9786 0.4010
S -1.022389 1.426832 -0.520091 0.0640 -0.2710 0.4343
S 0.927027 0.691121 -1.022863 0.0580 0.2882 0.3098
H 0.393629 0.140852 1.346396 -1.4855 0.0135 -2.9994
H -0.244827 -2.016212 0.634386 -1.1209 0.2477 -0.5331
H -1.401558 -1.696198 -0.814180 1.2539 1.4519 1.8419
H -1.764021 -1.137030 0.857842 -1.0354 0.1049 0.8394
H 2.247958 2.338116 -0.703134 0.3560 0.3639 -0.5626
```
Forces are in eV/Å.

Mulliken atomic charges, in units of e: 0.064, -0.935, -0.582, -0.236, 0.196, 0.353, 0.288, 0.278, 0.335, 0.239



- The lowest E belongs to which entry?
  C27H27BrMoN4O3S